w | This record from the OMol25 dataset describes the molecule C2H3N3O2. The level of theory is the ωB97M-V functional and the def2-TZVPD basis.

- orbital gap (eV) = 9.8321
- HOMO (eV) = -9.20

XYZ file:
```
10
C2H3N3O2 the ωB97M-V functional and the def2-TZVPD basis
O 1.761 -1.378 -0.713
C 0.674 -0.718 -0.408
C 0.634 0.423 0.292
N -0.722 0.661 0.356
O -1.123 2.004 0.523
N -1.429 -0.535 0.031
N -0.448 -1.273 -0.468
H 1.463 -2.386 -0.788
H 1.188 1.364 0.173
H -1.999 1.837 1.002
```



x | This record from the OMol25 dataset describes the molecule C2H3N3O2. The level of theory is the ωB97M-V functional and the def2-TZVPD basis.

- orbital gap (eV) = 10.7381
- HOMO (eV) = -10.33

XYZ file:
```
10
C2H3N3O2 the ωB97M-V functional and the def2-TZVPD basis
N 0.050 -1.520 -0.814
C 0.079 -0.228 -0.350
N -0.020 0.857 -0.997
C -0.149 1.828 0.091
O -0.436 2.971 0.120
O -0.124 1.162 1.307
N -0.033 -0.255 1.027
H -0.283 -2.263 -0.119
H 0.153 -1.899 -1.825
H 0.764 -0.654 1.561
```



x (0.1128 hartree below the next structure)



w | This record from the OMol25 dataset describes the molecule C2H3N3O2. The level of theory is the ωB97M-V functional and the def2-TZVPD basis.

- orbital gap (eV) = 8.7461
- HOMO (eV) = -8.35

XYZ file:
```
10
C2H3N3O2 the ωB97M-V functional and the def2-TZVPD basis
O 0.622 -1.746 -1.452
N 0.107 -1.889 -0.032
C 0.048 -0.592 0.191
N -0.595 -0.132 1.216
C -0.696 1.162 1.034
N -0.238 1.557 -0.132
O 0.260 0.454 -0.706
H 1.106 -2.721 -1.609
H -1.136 1.611 1.813
H 0.521 2.296 -0.321
```



x | This record from the OMol25 dataset describes the molecule C2H3N3O2. The level of theory is the ωB97M-V functional and the def2-TZVPD basis.

- orbital gap (alpha / beta) (eV) = 8.5595 / 8.5589
- HOMO (alpha / beta) (eV) = -8.37 / -8.37

XYZ file:
```
10
C2H3N3O2 the ωB97M-V functional and the def2-TZVPD basis
O -2.391 -0.616 -0.162
N -1.256 -0.133 0.060
C -0.842 1.185 0.163
N 0.473 1.313 0.098
N 0.910 0.105 0.007
O 2.153 -0.181 -0.097
C -0.040 -0.801 0.049
H -1.408 2.099 0.001
H 2.263 -1.133 0.040
H 0.138 -1.838 -0.158
```



x (0.0043 hartree below the next structure)



w | This record from the OMol25 dataset describes a structure of composition C5H8O2. The level of theory is the ωB97M-V functional and the def2-TZVPD basis.

- orbital gap (eV) = 8.5942
- HOMO (eV) = -8.14

XYZ file:
```
15
C5H8O2 the ωB97M-V functional and the def2-TZVPD basis
O 2.504 0.474 0.089
C 1.190 0.411 0.584
C 0.100 1.055 -0.269
C -0.896 -0.091 0.091
O -1.910 0.141 1.019
C -1.073 -0.982 -1.013
C 0.337 -0.840 0.472
H 3.070 -0.007 0.709
H 1.166 0.838 1.611
H -0.301 2.024 0.000
H 0.432 1.004 -1.311
H -2.705 0.360 0.517
H -1.880 -1.727 -0.957
H -0.697 -0.799 -2.007
H 0.662 -1.861 0.465
```



x | This record from the OMol25 dataset describes the molecule C5H8O2. The level of theory is the ωB97M-V functional and the def2-TZVPD basis.

- orbital gap (eV) = 10.5143
- HOMO (eV) = -9.69

XYZ file:
```
15
C5H8O2 the ωB97M-V functional and the def2-TZVPD basis
O -1.208 2.011 -0.582
C -1.432 1.043 0.103
C -0.383 0.048 0.559
O -0.778 -0.528 1.777
C -0.086 -0.979 -0.568
C 1.135 -0.118 -0.942
C 1.055 0.577 0.437
H -2.460 0.785 0.435
H -1.007 -1.421 1.508
H 0.222 -1.943 -0.137
H -0.868 -1.167 -1.315
H 0.884 0.575 -1.748
H 2.052 -0.660 -1.176
H 1.688 0.116 1.202
H 1.186 1.662 0.449
```



y | This record from the OMol25 dataset describes the molecule C5H8O2. The level of theory is the ωB97M-V functional and the def2-TZVPD basis.

- orbital gap (eV) = 9.2750
- HOMO (eV) = -8.66

XYZ file:
```
15
C5H8O2 the ωB97M-V functional and the def2-TZVPD basis
C -0.020 0.360 2.111
C -0.245 -0.729 1.102
O -1.340 -0.596 0.201
C -0.028 -0.573 -0.336
C 0.105 -0.339 -3.169
O 0.857 0.368 -2.378
C 0.419 0.697 -1.028
H 0.989 0.277 2.528
H -0.138 1.353 1.667
H -0.736 0.264 2.933
H -0.135 -1.744 1.488
H 0.255 -1.470 -0.891
H -0.846 -0.561 -2.603
H -0.402 1.415 -1.104
H 1.278 1.180 -0.554
```



z | This record from the OMol25 dataset describes the molecule C5H8O2. The level of theory is the ωB97M-V functional and the def2-TZVPD basis.

- orbital gap (eV) = 10.5154
- HOMO (eV) = -9.79

XYZ file:
```
15
C5H8O2 the ωB97M-V functional and the def2-TZVPD basis
C 1.470 -0.860 -0.764
C 0.167 -0.318 -0.243
O -0.922 -1.392 -0.640
C -0.266 -0.105 1.197
C -0.728 1.357 0.936
C -0.339 1.116 -0.529
O -0.373 1.768 -1.536
H 1.631 -1.862 -0.354
H 1.395 -0.933 -1.850
H 2.339 -0.241 -0.513
H -1.691 -1.040 -1.122
H -1.080 -0.875 0.854
H 0.340 -0.368 2.071
H -1.789 1.562 1.125
H -0.154 2.191 1.369
```



x (0.0471 hartree below the next structure)



w | This record from the OMol25 dataset describes a structure of composition C5H8O2. The level of theory is the ωB97M-V functional and the def2-TZVPD basis.

- orbital gap (eV) = 10.6202
- HOMO (eV) = -9.90

XYZ file:
```
15
C5H8O2 the ωB97M-V functional and the def2-TZVPD basis
C -0.645 1.645 -0.367
C -0.391 -0.091 -0.089
C -1.099 -1.268 0.672
C 0.873 -0.652 -0.813
C 1.590 0.156 0.256
O 2.705 0.489 0.517
O 0.506 0.479 0.959
H 0.024 1.895 -1.198
H -1.682 1.770 -0.574
H -0.364 2.408 0.427
H -0.300 -1.782 1.251
H -1.805 -0.885 1.405
H -1.593 -2.064 0.094
H 1.096 -1.731 -0.701
H 1.086 -0.370 -1.841
```



x | This record from the OMol25 dataset describes a structure of composition C5H8O2. The level of theory is the ωB97M-V functional and the def2-TZVPD basis.

- orbital gap (eV) = 10.2350
- HOMO (eV) = -9.42

XYZ file:
```
15
C5H8O2 the ωB97M-V functional and the def2-TZVPD basis
C 1.109 0.891 -1.177
C 0.937 -0.112 -0.056
O 0.955 0.339 1.326
C -0.277 -0.349 1.572
C -1.369 0.324 0.799
C -0.452 -0.666 0.123
O -0.882 -1.773 -0.583
H 0.552 0.493 -2.036
H 0.671 1.857 -0.915
H 2.144 1.026 -1.493
H 1.646 -0.944 -0.148
H -0.385 -0.916 2.491
H -2.357 -0.099 0.964
H -1.333 1.400 0.635
H -0.960 -1.471 -1.500
```



x (0.0108 hartree below the next structure)



w | This record from the OMol25 dataset describes the molecule C5H8O2. The level of theory is the ωB97M-V functional and the def2-TZVPD basis.

- orbital gap (eV) = 10.0037
- HOMO (eV) = -9.15

XYZ file:
```
15
C5H8O2 the ωB97M-V functional and the def2-TZVPD basis
O -1.023 1.266 -1.470
C -1.100 0.141 -0.618
C -0.003 -0.903 -0.943
C 0.643 -0.641 0.420
O 1.166 -1.708 1.133
C 0.936 0.812 0.572
C -0.483 0.309 0.753
H -1.555 1.971 -1.077
H -2.116 -0.268 -0.592
H -0.422 -1.912 -0.962
H 0.578 -0.715 -1.852
H 1.882 -1.389 1.695
H 1.224 1.242 1.525
H 1.233 1.386 -0.305
H -0.960 0.410 1.721
```



x | This record from the OMol25 dataset describes the molecule C5H8O2. The level of theory is the ωB97M-V functional and the def2-TZVPD basis.

- orbital gap (eV) = 11.0243
- HOMO (eV) = -10.11

XYZ file:
```
15
C5H8O2 the ωB97M-V functional and the def2-TZVPD basis
C 3.376 1.261 0.350
C 2.373 0.739 -0.091
C 1.326 -0.192 -0.618
O 0.162 -0.032 0.177
C -0.963 -0.802 -0.224
C -2.190 -0.295 0.547
O -2.520 1.037 0.222
H 4.251 1.740 0.785
H 1.068 0.005 -1.688
H 1.755 -1.233 -0.522
H -1.150 -0.654 -1.305
H -0.734 -1.845 0.055
H -3.092 -0.899 0.347
H -1.959 -0.370 1.616
H -1.703 1.540 0.348
```



w (0.0296 hartree below the next structure)



w | This record from the OMol25 dataset describes the molecule C5H8O2. The level of theory is the ωB97M-V functional and the def2-TZVPD basis.

- orbital gap (eV) = 9.2348
- HOMO (eV) = -8.60

XYZ file:
```
15
C5H8O2 the ωB97M-V functional and the def2-TZVPD basis
O 2.425 0.793 0.774
C 1.680 0.161 -0.239
C 0.479 -0.550 0.356
O -0.358 0.369 1.100
C -1.549 -0.032 0.472
C -1.365 0.110 -1.006
C -0.565 -1.124 -0.639
H 1.813 1.360 1.262
H 1.363 0.881 -1.007
H 2.342 -0.567 -0.713
H 0.832 -1.310 1.063
H -2.479 0.221 0.981
H -0.847 1.028 -1.280
H -2.238 -0.093 -1.625
H -1.533 -1.247 0.501
```



x | This record from the OMol25 dataset describes a structure of composition C5H8O2. The level of theory is the ωB97M-V functional and the def2-TZVPD basis.

- orbital gap (eV) = 9.2822
- HOMO (eV) = -8.48

XYZ file:
```
15
C5H8O2 the ωB97M-V functional and the def2-TZVPD basis
C -0.829 -2.150 -0.574
C 0.103 -1.649 -1.345
C 0.298 -1.340 0.066
C -0.008 1.306 -0.399
C -0.229 0.372 0.733
O -0.231 2.581 0.176
O 0.474 0.669 1.933
H -1.777 -2.530 -0.367
H 0.265 -1.679 -2.364
H 1.187 -1.660 0.526
H 0.959 1.286 -0.834
H -0.781 1.243 -1.198
H -1.247 0.415 0.909
H 0.344 2.590 1.049
H 1.471 0.547 1.689
```



y | This record from the OMol25 dataset describes the molecule C5H8O2. The level of theory is the ωB97M-V functional and the def2-TZVPD basis.

- orbital gap (eV) = 10.2309
- HOMO (eV) = -9.52

XYZ file:
```
15
C5H8O2 the ωB97M-V functional and the def2-TZVPD basis
O -1.041 -1.561 -2.420
C -0.744 -0.901 -1.462
C -1.439 -0.592 -0.138
C -0.386 0.531 0.087
C 0.351 0.559 1.433
O 0.430 -0.705 2.066
C 0.424 0.023 -1.137
H -1.309 -1.426 0.562
H -2.497 -0.322 -0.199
H -0.811 1.521 -0.112
H -0.104 1.303 2.102
H 1.387 0.872 1.256
H -0.378 -0.829 2.575
H 1.325 -0.539 -0.861
H 0.680 0.749 -1.914
```



y (0.1459 hartree below the next structure)



w | This record from the OMol25 dataset describes a structure of composition C5H8O2. The level of theory is the ωB97M-V functional and the def2-TZVPD basis.

- orbital gap (eV) = 9.0763
- HOMO (eV) = -8.48

XYZ file:
```
15
C5H8O2 the ωB97M-V functional and the def2-TZVPD basis
C 2.026 -0.322 0.654
C 0.737 0.060 0.020
C -0.139 -0.614 -0.953
C -0.697 -0.177 0.416
O -1.200 -1.087 1.314
C -0.786 1.326 0.514
O 0.421 1.482 -0.070
H 2.869 -0.112 -0.011
H 2.014 -1.389 0.890
H 2.155 0.244 1.581
H -0.444 -0.116 -1.872
H -0.021 -1.695 -1.006
H -2.076 -1.355 1.008
H -2.565 1.782 -1.577
H -2.294 1.973 -0.908
```



x | This record from the OMol25 dataset describes the molecule C5H8O2. The level of theory is the ωB97M-V functional and the def2-TZVPD basis.

- orbital gap (eV) = 9.0249
- HOMO (eV) = -8.25

XYZ file:
```
15
C5H8O2 the ωB97M-V functional and the def2-TZVPD basis
O -1.878 0.980 1.061
C -0.959 -0.452 0.606
C -0.716 -0.452 -0.899
C 0.695 0.069 -0.569
C 1.935 -0.206 -1.286
O 1.335 1.090 -1.310
C 0.336 0.120 0.884
H -2.285 1.405 0.286
H -1.545 -1.190 1.147
H -1.338 0.210 -1.511
H -0.742 -1.460 -1.327
H 2.872 -0.268 -0.731
H 1.922 -0.750 -2.232
H -0.735 1.200 1.092
H 0.974 -0.087 1.739
```



x (0.0193 hartree below the next structure)